No. 1
Formula: C10H8O
Source: the Open Molecules 2025 dataset
Level of theory: ωB97M-V/def2-TZVPD

Last column: Löwdin charge in e.
Cartesian coordinates (Å):
C 3.15 -0.12 0.03  -0.096
C 2.50 1.01 0.15  -0.136
C 1.08 1.11 0.21  -0.061
C 0.36 -0.03 0.05  -0.163
C -1.15 -0.03 -0.02  -0.261
C -1.99 1.00 -0.31  -0.068
C -3.35 0.52 -0.18  -0.085
C -3.16 -0.80 0.23  -0.171
O -1.88 -1.11 0.33  0.022
C 0.92 -1.32 -0.19  0.006
C 2.34 -1.35 -0.20  -0.004
H 4.14 -0.21 -0.03  0.049
H 3.05 2.05 0.57  0.165
H 0.69 2.18 0.51  0.148
H -1.58 2.15 -0.62  0.178
H -4.42 1.06 -0.47  0.158
H -3.95 -1.64 0.64  0.175
H 0.39 -2.08 -0.38  0.033
H 2.85 -2.36 -0.30  0.112

## Properties
Frontier orbital gap ... 0.33763 Eh
Total charge ... 0
Structure (SMILES) ... c1ccc(-c2ccco2)cc1
HOMO level ... -8.2 eV
Relative energy (zero: lowest compared OMol25 entry of this formula, charge and spin) ... 365.24 kJ/mol
M ... 144.2 g/mol

No. 2
Formula: C37H42N6O2Se2V
Source: the Open Molecules 2025 dataset
Level of theory: ωB97M-V/def2-TZVPD

Last column: Mulliken spin population.
Cartesian coordinates (Å):
V -0.17 -1.07 0.05  2.589
O -1.52 1.45 -4.48  0.000
C -1.48 2.50 -3.62  -0.002
C -1.89 3.74 -4.09  -0.001
C -1.85 4.85 -3.25  0.001
C -1.37 4.73 -1.95  -0.001
C -0.99 3.49 -1.48  -0.001
C -1.06 2.36 -2.29  -0.007
C -0.66 1.06 -1.71  0.026
O -0.80 0.87 -0.46  -0.034
N -0.18 0.15 -2.56  -0.010
N 0.21 -0.96 -1.84  -0.037
C 0.93 -1.89 -2.38  0.151
C 1.25 -3.02 -1.51  0.092
C 1.96 -4.13 -1.95  0.018
C 2.20 -5.17 -1.08  0.023
C 1.72 -5.09 0.22  0.030
C 1.01 -3.96 0.59  0.049
N 0.78 -2.94 -0.24  -0.013
H -1.01 0.72 -4.07  -0.002
H -2.23 3.82 -5.11  0.000
H -2.16 5.81 -3.63  0.000
H -1.30 5.60 -1.31  0.000
H -0.58 3.38 -0.48  0.002
H 1.26 -1.83 -3.41  0.013
H 2.32 -4.15 -2.97  0.000
H 2.76 -6.03 -1.41  0.002
H 1.88 -5.88 0.94  0.001
H 0.63 -3.85 1.60  0.000
Se 1.70 -0.07 1.28  -0.027
C 1.74 -1.30 2.75  -0.028
C 0.60 -1.93 3.24  0.082
C 0.66 -2.81 4.32  0.021
C 1.87 -3.06 4.95  -0.003
C 3.01 -2.41 4.50  0.004
C 2.95 -1.55 3.41  -0.005
H -0.37 -1.72 2.80  -0.028
H -0.25 -3.29 4.66  0.001
H 1.91 -3.73 5.80  0.000
H 3.96 -2.59 4.99  0.000
H 3.85 -1.07 3.06  0.000
C -1.30 3.46 6.70  0.000
C 0.03 2.78 7.05  0.000
C 1.01 2.66 5.88  0.000
C 0.76 1.50 4.93  0.002
N -0.51 1.57 4.21  0.002
C -0.76 2.37 3.14  -0.020
Se 0.42 3.53 2.37  0.000
N -2.05 2.11 2.76  0.035
C -2.80 2.77 1.70  -0.003
C -3.85 3.73 2.25  0.001
C -3.28 4.90 3.05  0.000
C -2.58 5.92 2.16  0.000
C -2.60 1.16 3.59  0.000
C -3.86 0.58 3.62  0.000
C -4.12 -0.34 4.63  -0.001
C -3.15 -0.66 5.58  0.000
C -1.89 -0.08 5.55  0.000
C -1.63 0.82 4.53  -0.005
H -1.88 3.66 7.60  0.000
H -1.92 2.85 6.04  0.000
H -1.12 4.41 6.19  0.000
H -0.16 1.79 7.48  0.000
H 0.51 3.37 7.83  0.000
H 2.02 2.52 6.26  0.000
H 1.01 3.59 5.30  0.000
H 0.77 0.55 5.46  0.000
H 1.54 1.46 4.16  -0.001
H -3.25 1.99 1.09  0.000
H -2.07 3.29 1.08  0.000
H -4.56 3.17 2.87  0.000
H -4.42 4.11 1.40  0.000
H -2.58 4.52 3.80  0.000
H -4.09 5.39 3.59  0.000
H -1.70 5.49 1.67  0.000
H -2.23 6.78 2.74  0.000
H -3.26 6.30 1.39  0.000
H -4.62 0.84 2.89  0.001
H -5.10 -0.81 4.69  0.000
H -3.39 -1.37 6.37  0.000
H -1.14 -0.34 6.28  0.000
C -5.45 -1.28 -0.01  0.009
C -4.55 -2.33 0.65  0.009
C -3.13 -2.03 0.45  0.197
N -2.03 -1.76 0.26  -0.140
H -6.49 -1.58 0.09  0.000
H -5.22 -1.18 -1.07  0.000
H -5.33 -0.30 0.46  -0.002
H -4.74 -3.32 0.25  0.005
H -4.71 -2.37 1.73  0.005

## Properties
Frontier orbital gap (alpha / beta) ... 0.23077 / 0.22663 Eh
Total charge ... 0
HOMO level (alpha / beta) ... -6.5 / -6.8 eV
Relative energy (zero: lowest compared OMol25 entry of this formula, charge and spin) ... 51.09 kJ/mol
M ... 811.6 g/mol
Spin multiplicity ... 4

Among the records above, which one has the highest relative energy (zero: lowest compared OMol25 entry of this formula, charge and spin)?
C10H8O